#1
This record from OMol25 describes 2 unconnected molecules or ions with the total composition C5H14O. The level of theory is ωB97M-V/def2-TZVPD.

```
! wB97M-V def2-TZVPD RIJCOSX def2/J DEFGRID3
* xyz 1 2
C 0.0218 -0.1904 -0.4797
C -0.1489 0.1328 0.9507
C 0.7231 1.2279 1.6100
C 2.0766 0.5441 2.0062
C 1.2748 -1.2677 -0.5357
H -0.6947 -0.5537 -1.2006
H 0.3885 0.7210 -1.1166
H -0.2221 -0.7385 1.6336
H -1.2491 0.5312 1.1931
H 0.0832 1.6533 2.4213
H 1.0442 2.0759 0.9934
H 2.6499 1.1813 2.8196
H 2.0521 -0.5439 2.1218
H 2.7273 0.5405 1.0440
H 2.1300 -0.9515 0.1006
H 0.6184 -2.1544 -0.4160
H 1.6459 -1.2583 -1.5903
H -4.7971 0.2182 -3.3351
H -5.4883 -0.8852 -4.0378
O -4.8358 -0.2826 -4.1824
*
```

## Properties
- Frontier orbital gap (alpha / beta): 10.766 / 3.685 eV
- Molecular weight: 90.166 g/mol

Here are the natural (NBO) charges for atoms 1 to 4, given in e: -0.3629, -0.3962, -0.4150, -0.5975

#2
This record from OMol25 describes 2 unconnected molecules or ions with the total composition C5H14O. The level of theory is ωB97M-V/def2-TZVPD.

```
! wB97M-V def2-TZVPD RIJCOSX def2/J DEFGRID3
* xyz 1 2
C -0.3086 2.1322 1.1364
C -1.3260 2.5500 2.1875
H -0.7398 1.5364 0.3197
H 0.1510 3.0309 0.7282
H 0.4906 1.4772 1.5040
H -1.9012 3.3997 1.8073
H -0.7402 3.0902 2.9371
H -2.0157 1.7909 2.5329
C 0.3799 -1.5004 -0.6749
C 0.6778 -2.8477 -1.3396
C 1.0411 -0.3111 -1.3158
O -0.9544 -1.2986 -0.4218
H 0.7716 -1.5123 0.4093
H 1.7409 -2.9315 -1.5370
H 0.5733 0.1332 -2.2019
H 1.1535 0.5572 -0.6656
H 2.0189 -0.5896 -1.7046
H -1.4861 -2.0945 -0.6660
H 0.1790 -2.9491 -2.3066
H 0.2945 -3.6632 -0.7284
*
```

## Properties
- Frontier orbital gap (alpha / beta): 10.736 / 4.429 eV
- Molecular weight: 90.166 g/mol

Here are the natural (NBO) charges for atoms 1 to 4, given in e: -0.6043, -0.6179, 0.1723, 0.2215

Least stable structure: #1

#1
This record from OMol25 describes C4H5NS2 in the gas phase. The level of theory is ωB97M-V/def2-TZVPD.

```
! wB97M-V def2-TZVPD RIJCOSX def2/J DEFGRID3
* xyz 0 1
C 0.8070 1.6793 0.0147
C 0.5540 0.3164 0.0097
C -1.9237 0.4037 0.0312
C 1.6297 -0.6560 -0.0164
H 1.8049 2.1158 0.0422
H 0.0380 2.4499 -0.0374
H -0.8522 -1.2211 0.0438
H -1.8793 1.4885 -0.0830
H 1.3284 -1.7051 0.1314
N -0.7222 -0.2180 -0.0251
S -3.3400 -0.3791 -0.0041
S 3.2284 -0.3748 -0.0057
*
```

## Properties
- Frontier orbital gap: 7.332 eV
- Molecular weight: 131.225 g/mol

Here are the natural (NBO) charges for atoms 1 to 4, given in e: -0.3569, 0.0516, -0.0771, -0.3043

#2
This record from OMol25 describes a molecular structure, C4H5NS2. The level of theory is ωB97M-V/def2-TZVPD.

```
! wB97M-V def2-TZVPD RIJCOSX def2/J DEFGRID3
* xyz 0 1
C 0.8130 1.8040 0.0780
C 1.1511 1.2215 1.4395
C 0.5738 0.1060 1.8689
C -0.0741 -0.2778 0.6474
H -1.7055 -0.5644 -1.2635
H -0.0947 2.4792 0.1903
H 1.8260 2.3005 -0.4146
H 1.8990 1.6814 2.0334
H 0.7081 -0.6219 2.6895
N 0.1228 0.6781 -0.3638
S -0.1509 -0.0432 -1.9579
S -0.9913 -1.6532 0.4022
*
```

## Properties
- Frontier orbital gap: 7.955 eV
- Molecular weight: 131.225 g/mol

Here are the natural (NBO) charges for atoms 1 to 4, given in e: -0.2776, -0.1067, -0.2810, 0.0705

Least stable structure: #2

#1
This record from OMol25 describes C4H5NS2 in the gas phase. The level of theory is ωB97M-V/def2-TZVPD.

```
! wB97M-V def2-TZVPD RIJCOSX def2/J DEFGRID3
* xyz 0 1
C 2.2762 -1.3267 0.0481
C 0.0462 0.4649 0.0195
C 1.1057 1.4304 -0.0379
C 2.1284 2.0687 0.0236
H 2.6739 -0.9136 0.9552
H 2.5505 -2.4012 0.0491
H 2.7934 -0.9022 -0.8563
H -2.1715 -1.1848 0.4515
H 2.9985 2.7000 -0.0953
N -1.1660 0.9148 0.0588
S 0.4459 -1.2478 -0.0504
S -2.5723 0.0275 -0.0269
*
```

## Properties
- Frontier orbital gap: 8.861 eV
- Molecular weight: 131.225 g/mol

Here are the natural (NBO) charges for atoms 1 to 4, given in e: -0.7379, 0.0074, -0.0544, -0.1794

#2
This record from OMol25 describes a molecular structure, C4H5NS2. The level of theory is ωB97M-V/def2-TZVPD.

```
! wB97M-V def2-TZVPD RIJCOSX def2/J DEFGRID3
* xyz 0 1
C 1.5084 -0.3539 0.0161
C 0.3933 -1.1294 -0.1183
C -0.7980 -0.2524 -0.0664
C 1.3938 1.1444 0.1374
H 3.5548 0.0751 0.9204
H 3.2436 -1.8818 -0.5681
H 0.3865 -2.1746 -0.2094
H 1.7622 1.3446 1.2704
H 2.1575 1.7867 -0.4937
N 2.7669 -0.9777 -0.0322
S -2.3585 -0.6632 0.1158
S -0.4826 1.3658 -0.1475
*
```

## Properties
- Frontier orbital gap: 7.112 eV
- Molecular weight: 131.225 g/mol

Here are the natural (NBO) charges for atoms 1 to 4, given in e: 0.2202, -0.3488, -0.3561, -0.5947

Least stable structure: #2

#1
This record from OMol25 describes C21H29N3O2 in the gas phase. The level of theory is ωB97M-V/def2-TZVPD.

```
! wB97M-V def2-TZVPD RIJCOSX def2/J DEFGRID3
* xyz 0 1
C -0.6014 -2.4828 -2.2268
N -0.1197 -3.0130 -0.9723
C -0.1906 -2.3033 0.2064
O -0.4439 -2.8401 1.2693
N 0.0457 -0.9462 0.0965
C -0.3233 -0.1505 1.2598
H -0.0683 -0.6906 2.1775
H 0.2412 0.7829 1.2339
C -1.8247 0.1378 1.2541
H -2.3562 -0.8144 1.2380
C -2.2260 0.9858 0.0384
N -3.6374 1.2564 -0.1346
C -4.2446 2.0360 0.9279
C -5.6365 2.4715 0.4652
O -6.4445 1.3600 0.1563
C -5.8415 0.5701 -0.8416
C -4.4548 0.0894 -0.4087
H -3.9963 -0.4862 -1.2156
H -4.5673 -0.5604 0.4755
H -6.5119 -0.2746 -1.0094
H -5.7447 1.1538 -1.7698
H -6.1561 3.0174 1.2544
H -5.5343 3.1150 -0.4219
H -3.6286 2.9166 1.1207
H -4.3483 1.4582 1.8619
H -1.8885 0.4805 -0.8715
H -1.7185 1.9547 0.0955
H -2.0830 0.6612 2.1758
C 1.1204 -0.4131 -0.7169
C 2.4146 -0.2154 0.0495
C 2.7164 -1.0519 1.0944
C 3.8938 -0.9003 1.8384
C 4.7752 0.0950 1.5305
C 4.5221 0.9629 0.4486
C 5.4394 1.9791 0.1074
C 5.2110 2.8075 -0.9535
C 4.0504 2.6469 -1.7230
C 3.1389 1.6756 -1.4146
C 3.3326 0.8073 -0.3168
H 2.2628 1.5702 -2.0356
H 3.8803 3.2976 -2.5685
H 5.9184 3.5825 -1.2092
H 6.3340 2.0844 0.7048
H 5.6823 0.2289 2.1021
H 4.0898 -1.5764 2.6572
H 2.0361 -1.8458 1.3619
H 0.7765 0.5401 -1.1294
H 1.3222 -1.0964 -1.5436
C -0.1854 -4.4541 -0.8754
H 0.4470 -4.8923 -1.6490
H 0.1734 -4.7529 0.1063
H -1.2093 -4.8232 -0.9994
H -1.4963 -3.0320 -2.5402
H 0.1539 -2.5914 -3.0112
H -0.8663 -1.4338 -2.1214
*
```

## Properties
- Frontier orbital gap: 8.770 eV
- Molecular weight: 355.482 g/mol

Here are the natural (NBO) charges for atoms 1 to 4, given in e: -0.4101, -0.4671, 0.8026, -0.6586

#2
This record from OMol25 describes C21H29N3O2 in the gas phase. The level of theory is ωB97M-V/def2-TZVPD.

```
! wB97M-V def2-TZVPD RIJCOSX def2/J DEFGRID3
* xyz 0 1
O -0.0851 0.5468 -0.9900
C 0.0278 -0.2760 -0.1647
N 1.1432 -1.2016 -0.1315
C 2.2331 -0.9641 -1.0328
H 2.4102 -1.8379 -1.5042
H 1.9199 -0.2535 -1.7858
C 3.4608 -0.1622 -0.1552
C 3.1909 1.0467 0.1583
C 3.1004 1.2174 1.5028
C 2.5767 2.4633 2.2472
C 2.2133 3.3600 1.3047
C 3.0339 3.5292 -0.0694
C 2.7140 2.2672 -0.7990
H 3.6186 2.0515 -1.4717
H 1.8658 2.0200 -1.2337
H 2.5233 4.3392 -0.5277
H 3.7623 3.8333 0.3302
H 1.9395 4.4944 1.8217
H 1.0338 2.9923 0.9431
H 1.9607 2.2186 3.1792
H 3.5576 2.9441 2.6579
H 3.3958 0.3649 2.4243
H 3.9787 -1.0423 0.5013
H 4.3531 -0.1737 -0.9054
H 1.4719 -1.6538 0.5195
C -0.8250 -0.3237 1.0418
H -0.4858 0.4754 1.8513
H -0.7861 -1.4076 1.3758
C -2.1364 0.4368 0.8414
N -2.8550 -0.3611 -0.2936
C -3.7020 0.3722 -1.0911
C -3.0335 1.6639 -1.8191
N -2.4277 2.3405 -0.6402
C -1.9564 1.9511 0.4181
O -1.2770 2.5818 1.2460
H -2.0141 3.1607 -0.8422
H -3.7366 2.2374 -2.4324
H -2.2961 1.1720 -2.1112
H -4.2242 -0.1763 -1.7883
H -4.3972 0.8320 -0.2459
C -3.3686 -1.7053 0.1740
C -2.0399 -2.6830 0.0735
C -1.9245 -3.6418 0.7700
C -1.0387 -4.5540 0.5420
C -0.0455 -4.5611 -0.6756
C -0.5224 -3.6562 -1.5723
C -1.5045 -2.6391 -1.2922
H -1.7221 -1.8452 -2.0049
H 0.3036 -3.5947 -2.5281
H 0.7366 -5.2925 -0.7186
H -0.7881 -5.5231 1.1750
H -2.5500 -3.8438 1.5583
H -3.6563 -1.8781 0.9501
H -4.2102 -1.9591 -0.5158
H -2.9164 0.2981 1.7349
*
```

## Properties
- Frontier orbital gap: 8.564 eV
- Molecular weight: 355.482 g/mol

Here are the natural (NBO) charges for atoms 1 to 4, given in e: -0.6296, 0.7398, -0.6296, -0.2102

Least stable structure: #2

#1
This record from OMol25 describes 2 unconnected molecules or ions with the total composition C5H11BrN. The level of theory is ωB97M-V/def2-TZVPD.

```
! wB97M-V def2-TZVPD RIJCOSX def2/J DEFGRID3
* xyz 1 1
C 0.4397 1.5665 -0.6750
C -0.2656 0.4047 -1.1657
C 0.6542 1.4592 0.7940
C -1.1355 -0.0608 0.0586
C -1.0664 -2.9587 0.3335
N -0.7257 0.9179 1.1663
Br -3.0543 0.0022 -0.1355
H 1.2858 1.6557 -1.3325
H -0.1862 2.4266 -0.8194
H -0.8439 0.6677 -2.0409
H 0.4873 -0.3881 -1.4539
H 1.4367 0.6344 1.0723
H 0.8797 2.3824 1.2982
H -2.0257 -3.3932 -0.2000
H -1.1257 -2.8166 1.4218
H -0.1007 -3.0897 -0.1954
H -0.7288 0.4649 2.0898
H -1.3226 1.7055 0.9537
*
```

## Properties
- Frontier orbital gap (alpha / beta): 9.818 / 7.296 eV
- Molecular weight: 165.054 g/mol

Here are the natural (NBO) charges for atoms 1 to 4, given in e: -0.4495, -0.5004, -0.2126, 0.1053

#2
This record from OMol25 describes 2 unconnected molecules or ions with the total composition C5H11BrN. The level of theory is ωB97M-V/def2-TZVPD.

```
! wB97M-V def2-TZVPD RIJCOSX def2/J DEFGRID3
* xyz 1 1
C -0.8998 -0.6443 0.6405
C -2.4640 0.3460 -0.3341
C 0.3207 -0.0584 -1.3377
C 1.3789 -1.1570 0.6524
C 0.6986 1.2284 0.6226
N 0.3410 -0.1854 0.1397
Br -4.1101 -0.0887 -0.0111
H -1.0781 -1.7158 0.4810
H -2.2517 1.3927 -0.4109
H 1.2507 0.3541 -1.8399
H -0.0957 -0.9676 -1.6670
H -0.3231 0.6709 -1.5813
H 1.2011 -2.2224 0.2537
H 2.3019 -0.5904 0.4644
H 1.5168 -1.1401 1.8006
H 1.3222 1.7176 -0.1588
H -0.1467 1.9459 0.7394
H 1.0371 1.1145 1.5466
*
```

## Properties
- Frontier orbital gap (alpha / beta): 7.173 / 8.922 eV
- Molecular weight: 165.054 g/mol

Here are the natural (NBO) charges for atoms 1 to 4, given in e: 0.0350, -0.3339, -0.3940, -0.4432

Least stable structure: #2

#1
This record from OMol25 describes C5H5N3 in the gas phase. The level of theory is ωB97M-V/def2-TZVPD.

```
! wB97M-V def2-TZVPD RIJCOSX def2/J DEFGRID3
* xyz 0 1
C 1.1604 -0.9210 -0.2578
C -0.6081 -0.4992 1.3026
C -1.1369 0.7706 0.7632
C -0.9297 1.2967 -0.4960
C -0.0094 0.6697 -1.4521
H 2.2743 -2.1561 0.3740
H -1.0068 -0.8593 2.1737
H -1.9172 1.1496 1.3995
H -1.4778 2.3069 -0.5120
H 0.0782 1.2006 -2.3960
N 2.2635 -1.6383 -0.4551
N 0.3620 -1.2248 0.8711
N 0.9475 -0.0953 -1.3150
*
```

## Properties
- Frontier orbital gap: 8.035 eV
- Molecular weight: 107.116 g/mol

Here are the natural (NBO) charges for atoms 1 to 4, given in e: 0.4292, 0.1102, -0.2252, -0.2197

#2
This record from OMol25 describes a molecular structure, C5H5N3. The level of theory is ωB97M-V/def2-TZVPD.

```
! wB97M-V def2-TZVPD RIJCOSX def2/J DEFGRID3
* xyz 0 1
C 2.9399 -0.0190 -0.1944
C 1.7196 0.4772 0.2868
C 0.3894 -0.0159 0.0847
C -1.2666 -1.3875 -0.0678
C -1.0640 0.5928 0.2433
H 3.3837 -1.0340 -0.6190
H 3.7464 0.7175 0.1080
H 1.6258 1.5466 0.8886
H -1.3189 -2.5827 -0.6249
H -0.6812 2.4239 -0.4316
N 0.1650 -1.2802 -0.0713
N -1.9843 -0.4141 0.2427
N -1.4758 1.8434 -0.3766
*
```

## Properties
- Frontier orbital gap: 8.385 eV
- Molecular weight: 107.116 g/mol

Here are the natural (NBO) charges for atoms 1 to 4, given in e: -0.3113, -0.2662, 0.1731, 0.2964

#3
This record from OMol25 describes C5H5N3 in the gas phase. The level of theory is ωB97M-V/def2-TZVPD.

```
! wB97M-V def2-TZVPD RIJCOSX def2/J DEFGRID3
* xyz 0 1
C -1.3764 0.8821 -0.1888
C -1.1361 -1.2603 0.0547
C 2.0450 -0.3383 -0.0131
C 1.4203 0.9411 0.0216
C 0.0683 0.5384 -0.1484
H -1.7377 1.2207 0.9017
H -1.8584 1.4711 -0.8867
H -1.2453 -2.3752 0.2012
H 3.1587 -0.6253 -0.1328
H 1.6486 2.1090 0.4392
N -2.1609 -0.4021 -0.0026
N 0.0522 -0.8089 -0.0868
N 1.1216 -1.3524 -0.1592
*
```

## Properties
- Frontier orbital gap: 9.886 eV
- Molecular weight: 107.116 g/mol

Here are the natural (NBO) charges for atoms 1 to 4, given in e: -0.3142, 0.2281, -0.0712, -0.3296

#4
This record from OMol25 describes C5H5N3 in the gas phase. The level of theory is ωB97M-V/def2-TZVPD.

```
! wB97M-V def2-TZVPD RIJCOSX def2/J DEFGRID3
* xyz 0 1
C -0.7796 -0.5373 3.3489
C -0.4398 -0.4125 2.2137
C 0.3567 -1.0673 -1.1306
C -0.1197 1.4087 -0.7965
C 0.4691 0.2984 -1.7239
N 0.0667 -1.2361 0.1090
N -0.1272 1.4536 0.4435
N 0.1684 -0.4059 1.0821
H -0.9102 -0.7368 4.3678
H 0.3815 -1.8441 -1.8574
H -0.4241 2.1580 -1.4733
H 1.4767 0.4177 -1.8356
H -0.1185 0.5036 -2.7476
*
```

## Properties
- Frontier orbital gap (alpha / beta): 8.024 / 8.022 eV
- Molecular weight: 107.116 g/mol

Here are the natural (NBO) charges for atoms 1 to 4, given in e: -0.2392, 0.1568, 0.0414, 0.0382

Least stable structure: #4